C22H42BCl10F4O6S2 | ωB97M-V with the def2-TZVPD basis set

Each atom is followed by the atoms it is bonded to, with distances in Å.
Cartesian coordinates (Å):
1 B -0.65 -0.93 0.22  F2 1.396, F3 1.391, F4 1.430, F5 1.397
2 F 0.74 -0.80 0.22  B1 1.396
3 F -1.12 -1.02 -1.08  B1 1.391
4 F -0.99 -2.12 0.94  B1 1.430
5 F -1.27 0.14 0.87  B1 1.397
6 C -0.48 2.41 -3.24  C7 1.547, C12 1.493, H13 1.094, H14 1.093
7 C -0.78 2.59 -4.75  C6 1.547, C8 1.535, H15 1.091, H16 1.087
8 C -2.30 2.45 -4.85  C7 1.535, S9 1.810, H17 1.091, H18 1.089
9 S -2.93 1.67 -3.34  C8 1.810, O10 1.458, O11 1.446, C12 1.783
10 O -3.67 0.45 -3.63  S9 1.458
11 O -3.45 2.67 -2.45  S9 1.446
12 C -1.30 1.28 -2.73  C6 1.493, S9 1.783, H19 1.094, H20 1.084
13 H -0.69 3.33 -2.69  C6 1.094
14 H 0.58 2.27 -3.04  C6 1.093
15 H -0.26 1.77 -5.24  C7 1.091
16 H -0.35 3.52 -5.13  C7 1.087
17 H -2.61 1.76 -5.64  C8 1.091
18 H -2.87 3.37 -5.00  C8 1.089
19 H -1.03 0.36 -3.27  C12 1.094
20 H -1.27 1.10 -1.66  C12 1.084
21 C 0.55 4.29 1.23  C22 1.562, C27 1.547, H28 1.091, H29 1.088
22 C -0.62 3.29 1.54  C21 1.562, C23 1.508, H30 1.094, H31 1.089
23 C -1.53 3.37 0.35  C22 1.508, S24 1.846, H32 1.089, H33 1.094
24 S -1.64 5.15 -0.14  C23 1.846, O25 1.438, O26 1.444, C27 1.783
25 O -2.74 5.74 0.56  S24 1.438
26 O -1.40 5.38 -1.55  S24 1.444
27 C -0.12 5.57 0.70  C21 1.547, S24 1.783, H34 1.089, H35 1.090
28 H 1.16 3.82 0.46  C21 1.091
29 H 1.16 4.47 2.11  C21 1.088
30 H -1.11 3.69 2.44  C22 1.094
31 H -0.30 2.29 1.81  C22 1.089
32 H -2.48 2.84 0.37  C23 1.089
33 H -1.09 2.93 -0.55  C23 1.094
34 H -0.37 6.38 1.39  C27 1.089
35 H 0.62 5.98 0.01  C27 1.090
36 O 6.03 -1.92 1.05  C37 1.193
37 C 4.95 -2.39 1.27  O36 1.193, O38 1.358, C41 1.529
38 O 3.83 -2.03 0.60  C37 1.358, C39 1.428
39 C 2.73 -2.87 0.97  O38 1.428, C40 1.496, H42 1.096, H43 1.089
40 C 3.11 -3.59 2.23  C39 1.496, C41 1.555, H44 1.087, H45 1.097
41 C 4.66 -3.57 2.20  C37 1.529, C40 1.555, H46 1.091, H47 1.084
42 H 2.54 -3.55 0.13  C39 1.096
43 H 1.83 -2.27 1.08  C39 1.089
44 H 2.69 -4.57 2.43  C40 1.087
45 H 2.81 -2.96 3.08  C40 1.097
46 H 5.06 -4.42 1.64  C41 1.091
47 H 5.04 -3.45 3.21  C41 1.084
48 Cl 0.39 -2.98 -3.67  C49 1.797
49 C 1.86 -2.44 -2.80  Cl48 1.797, C50 1.532, H52 1.086, H53 1.085
50 C 1.82 -0.92 -2.57  C49 1.532, Cl51 1.791, H54 1.087, H55 1.089
51 Cl 2.24 -0.07 -4.09  C50 1.791
52 H 2.76 -2.66 -3.37  C49 1.086
53 H 1.78 -2.92 -1.83  C49 1.085
54 H 2.36 -0.59 -1.69  C50 1.087
55 H 0.77 -0.69 -2.36  C50 1.089
56 Cl -1.36 -6.58 0.19  C57 1.769
57 C -1.84 -5.21 1.19  Cl56 1.769, C58 1.511, H60 1.092, H61 1.088
58 C -0.71 -4.60 1.99  C57 1.511, Cl59 1.807, H62 1.085, H63 1.086
59 Cl 0.05 -5.80 3.10  C58 1.807
60 H -2.57 -5.56 1.92  C57 1.092
61 H -2.40 -4.51 0.57  C57 1.088
62 H -1.12 -3.81 2.62  C58 1.085
63 H 0.08 -4.20 1.36  C58 1.086
64 Cl 3.80 0.48 2.92  C65 1.837
65 C 2.97 1.20 1.45  Cl64 1.837, C66 1.522, H68 1.085, H69 1.087
66 C 4.04 1.60 0.44  C65 1.522, Cl67 1.811, H70 1.085, H71 1.088
67 Cl 3.25 2.09 -1.12  C66 1.811
68 H 2.32 1.99 1.80  C65 1.085
69 H 2.37 0.37 1.09  C65 1.087
70 H 4.73 0.80 0.17  C66 1.085
71 H 4.59 2.45 0.83  C66 1.088
72 Cl -4.64 -2.84 -0.30  C73 1.815
73 C -4.15 -1.11 -0.52  Cl72 1.815, C74 1.502, H76 1.088, H77 1.086
74 C -5.35 -0.24 -0.76  C73 1.502, Cl75 1.796, H78 1.091, H79 1.089
75 Cl -6.41 -0.18 0.69  C74 1.796
76 H -3.51 -1.08 -1.40  C73 1.088
77 H -3.53 -0.89 0.35  C73 1.086
78 H -5.94 -0.73 -1.54  C74 1.091
79 H -5.14 0.73 -1.21  C74 1.089
80 Cl 1.54 -1.36 4.77  C81 1.746
81 C 0.32 -0.94 3.58  Cl80 1.746, C82 1.520, H84 1.086, H85 1.090
82 C -1.00 -0.40 4.08  C81 1.520, Cl83 1.779, H86 1.091, H87 1.084
83 Cl -0.77 1.03 5.11  C82 1.779
84 H 0.12 -1.81 2.96  C81 1.086
85 H 0.78 -0.24 2.88  C81 1.090
86 H -1.44 -1.17 4.72  C82 1.091
87 H -1.70 -0.12 3.30  C82 1.084

Calculated values
Total charge ... -1
Molar mass ... 908.04 Da
Energy above the lowest of the compared OMol25 structures with the same formula, charge and spin ... 0.00 kJ/mol